Record 1
DFT (ωB97M-V/def2-TZVPD) results for C22H15N7O2 in the gas phase at a distorted geometry.

ORCA input file:
```
! RIJCOSX wB97M-V def2-TZVPD def2/J DEFGRID3
* xyz 0 1
N 2.223 -2.748 -4.717
O 2.995 0.964 2.580
O -2.357 -3.079 4.487
C 1.373 -2.389 -4.012
N -0.976 -0.506 1.589
N 1.435 3.281 -3.157
C 1.760 0.756 2.280
C -2.108 -2.172 3.665
C -0.411 -0.651 2.783
C -2.742 -1.959 2.403
C 0.988 -0.235 3.157
C 1.668 2.086 0.176
C 2.987 1.945 -0.198
C 1.299 -0.892 4.271
C -2.106 -1.152 1.397
C 0.137 3.742 -3.209
C 1.830 2.915 -1.942
C -0.762 3.601 -2.208
C 0.349 -0.650 -2.505
C -0.541 -2.970 -2.667
C -0.444 3.000 -1.001
C -0.632 -0.399 -1.525
C -1.530 -2.616 -1.722
C 0.407 -1.962 -3.075
C 0.915 2.708 -0.854
C -1.599 -1.394 -1.095
N 1.130 1.379 1.227
N 3.094 2.426 -1.500
N 0.146 -1.591 4.738
N -0.935 -1.408 3.798
C -2.647 -1.147 0.034
H -3.601 -2.582 2.249
H 3.754 1.398 0.336
H 2.274 -0.881 4.680
H -0.137 4.314 -4.061
H -1.693 3.996 -2.308
H 1.174 0.008 -2.704
H -0.554 -4.031 -2.964
H -1.162 2.781 -0.218
H -0.733 0.546 -0.987
H -2.067 -3.447 -1.350
H 0.123 1.238 1.303
H 3.945 2.303 -2.062
H 0.359 -2.490 5.182
H -3.507 -1.813 -0.048
H -3.122 -0.220 -0.246
*
```

Output
Energy relative to the best compared isomer or geometry (same formula, charge and spin)   1.771 eV
E_tot   -37581.185 eV
SMILES   N#Cc1ccc(Cc2cc(=O)n3[nH]cc(C(=O)Nc4c[nH]c5ncccc45)c3n2)cc1
Gap between HOMO and LUMO   7.59 eV

***

Record 2
DFT (ωB97M-V/def2-TZVPD) results for a molecular structure, C22H15O5PSn at a distorted geometry.

ORCA input file:
```
! RIJCOSX wB97M-V def2-TZVPD def2/J DEFGRID3
* xyz 2 1
O 4.932 0.044 -0.328
C 4.182 -0.697 -0.827
Sn 2.743 -2.113 -1.639
O 5.086 -5.136 -1.604
C 4.413 -4.186 -1.676
C 2.840 -0.474 -3.573
O 2.878 0.227 -4.417
C 1.195 -2.954 -2.851
O 0.312 -3.443 -3.446
O 1.051 -0.873 -0.968
P -0.270 -0.285 -0.344
C 0.084 -1.032 1.290
C -0.788 -0.874 2.374
C -0.464 -1.311 3.660
C 0.810 -1.765 3.910
C 1.756 -1.882 2.862
C 1.374 -1.509 1.571
C 0.123 1.444 -0.786
C -0.696 2.508 -0.377
C -0.570 3.743 -0.994
C 0.547 4.020 -1.799
C 1.500 3.019 -1.999
C 1.269 1.736 -1.548
C -2.142 -0.131 -0.092
C -2.828 0.951 -0.641
C -4.001 1.399 -0.048
C -4.556 0.709 1.033
C -4.031 -0.547 1.367
C -2.877 -1.009 0.728
H -1.744 -0.354 2.292
H -1.193 -1.036 4.446
H 1.072 -2.052 4.927
H 2.801 -2.202 3.066
H 2.188 -1.597 0.798
H -1.426 2.399 0.420
H -1.334 4.493 -0.821
H 0.678 5.013 -2.241
H 2.442 3.228 -2.487
H 2.015 0.982 -1.760
H -2.450 1.360 -1.573
H -4.471 2.278 -0.468
H -5.426 1.119 1.577
H -4.491 -1.173 2.127
H -2.532 -2.035 0.859
*
```

Output
E_tot   -48392.919 eV
Gap between HOMO and LUMO   5.76 eV

***

Record 3
DFT (ωB97M-V/def2-TZVPD) results for a molecular structure, C22H16AsCl4IrNO10S at a distorted geometry.

ORCA input file:
```
! RIJCOSX wB97M-V def2-TZVPD def2/J DEFGRID3
* xyz 0 2
Ir 0.384 -3.327 1.048
O 3.280 -1.710 -1.732
As 2.062 -1.242 -0.547
O 2.685 0.019 0.266
O 1.996 -2.870 0.230
C 0.540 -0.920 -1.732
C 0.968 -0.788 -3.053
C 0.086 -0.596 -4.106
C -1.262 -0.503 -3.854
C -1.728 -0.599 -2.552
C -0.859 -0.813 -1.488
S -1.864 -1.259 -0.017
O -3.208 -0.890 -0.309
O -1.572 -0.586 1.362
O -1.619 -2.709 0.137
H 3.683 -2.544 -1.454
H 2.025 -0.850 -3.263
H 0.465 -0.541 -5.118
H -1.971 -0.367 -4.660
H -2.784 -0.520 -2.357
Cl 3.574 3.106 0.394
C 2.281 3.213 -0.751
C 2.511 3.896 -1.932
C 1.477 4.073 -2.837
C 0.229 3.540 -2.573
C 0.013 2.845 -1.393
Cl -1.542 2.122 -1.165
C 1.023 2.680 -0.438
N 0.836 2.003 0.777
C -0.124 2.318 1.727
C -0.772 3.557 1.700
C -1.726 3.886 2.642
C -2.044 2.991 3.654
C -1.370 1.783 3.708
C -0.409 1.427 2.768
C 0.232 0.064 2.896
C -0.266 -1.032 1.960
O -0.347 -2.259 2.557
O 0.456 -1.325 0.852
H 3.497 4.296 -2.124
H 1.644 4.630 -3.750
H -0.586 3.650 -3.276
H 1.486 1.224 0.902
H -0.499 4.275 0.936
H -2.211 4.853 2.597
H -2.790 3.236 4.398
H -1.585 1.086 4.510
H 0.052 -0.321 3.899
H 1.311 0.093 2.721
Cl -1.316 -4.788 2.586
C -1.396 -6.072 1.333
Cl -2.400 -5.615 -0.042
C 0.038 -6.289 0.852
O 0.461 -7.387 0.659
O 0.774 -5.173 0.689
H -1.819 -6.969 1.762
*
```

Output
Energy relative to the best compared isomer or geometry (same formula, charge and spin)   3.634 eV
E_tot   -169637.150 eV
Expectation value of S²   0.755
Gap between HOMO and LUMO (alpha / beta)   5.15 / 5.18 eV

***

Record 4
DFT (ωB97M-V/def2-TZVPD) results for a molecular structure, C22H16BrCl2I2MnN4O2S2.

ORCA input file:
```
! RIJCOSX wB97M-V def2-TZVPD def2/J DEFGRID3
* xyz 0 5
Mn 0.884 -0.272 0.368
N -4.197 4.060 -4.759
C -3.562 3.652 -3.592
C -2.433 2.830 -3.650
C -1.834 2.385 -2.488
C -2.354 2.747 -1.257
C -3.478 3.554 -1.182
C -4.077 4.008 -2.342
S -1.573 2.240 0.243
O -2.586 2.170 1.262
O -0.424 3.077 0.477
N -0.971 0.762 -0.051
C -1.762 -0.340 -0.012
N -1.076 -1.400 0.483
C -1.624 -2.606 0.403
C -2.912 -2.763 -0.072
C -3.559 -1.608 -0.498
N -2.998 -0.408 -0.503
H -3.617 4.076 -5.582
H -4.765 4.887 -4.673
H -2.030 2.540 -4.613
H -0.957 1.750 -2.537
H -3.885 3.813 -0.214
H -4.959 4.634 -2.286
H -1.016 -3.440 0.738
H -3.389 -3.730 -0.121
H -4.572 -1.655 -0.883
Cl 1.023 0.721 2.813
C 2.657 0.340 3.280
C 2.969 0.448 4.622
C 4.257 0.181 5.044
C 5.224 -0.192 4.125
C 4.896 -0.302 2.786
Cl 6.133 -0.765 1.674
C 3.596 -0.035 2.315
S 3.282 -0.185 0.598
H 2.201 0.745 5.323
H 4.511 0.266 6.091
H 6.238 -0.403 4.434
I 2.463 2.260 -0.855
I 1.465 4.248 -2.360
Br 1.775 -6.715 -0.993
C 1.734 -4.880 -0.511
C 1.628 -3.920 -1.503
C 1.610 -2.579 -1.136
C 1.633 -2.228 0.206
C 1.764 -3.190 1.191
C 1.816 -4.530 0.829
H 1.571 -4.211 -2.543
H 1.547 -1.821 -1.913
H 1.819 -2.916 2.239
H 1.915 -5.299 1.583
*
```

Output
Energy relative to the best compared isomer or geometry (same formula, charge and spin)   0.530 eV
E_tot   -197409.226 eV
Expectation value of S²   6.480
Gap between HOMO and LUMO (alpha / beta)   6.70 / 7.17 eV

***

Record 5
DFT (ωB97M-V/def2-TZVPD) results for a molecular structure, C22H16Cl5HfO3Se at a distorted geometry.

ORCA input file:
```
! RIJCOSX wB97M-V def2-TZVPD def2/J DEFGRID3
* xyz 1 1
Hf 0.385 0.877 -0.861
Cl 0.887 7.896 0.436
C 1.041 6.195 0.318
C 1.580 5.479 1.405
C 1.711 4.113 1.339
Cl 2.380 3.206 2.628
C 1.287 3.379 0.199
O 1.460 2.094 0.162
C 0.707 4.121 -0.888
C 0.212 3.495 -2.045
O 0.114 2.250 -2.245
C 0.630 5.537 -0.811
H 1.884 6.006 2.296
H -0.134 4.151 -2.852
H 0.233 6.088 -1.647
Cl 6.061 -3.054 0.202
C 4.481 -2.471 -0.105
C 4.331 -1.309 -0.852
C 3.053 -0.821 -1.042
Cl 2.760 0.592 -2.004
C 1.915 -1.450 -0.523
O 0.701 -0.943 -0.709
C 2.104 -2.662 0.166
Cl 0.700 -3.494 0.693
C 3.376 -3.158 0.388
H 5.193 -0.815 -1.268
H 3.512 -4.078 0.931
C -3.267 -4.771 0.141
C -2.840 -3.341 0.238
C -2.565 -2.596 -0.899
C -2.182 -1.261 -0.837
C -2.000 -0.527 -2.144
C -2.079 -0.661 0.422
Se -1.562 1.247 0.554
C -2.381 -1.374 1.588
C -2.323 -0.742 2.941
C -2.753 -2.705 1.468
H -2.914 -5.218 -0.783
H -4.355 -4.833 0.151
H -2.883 -5.347 0.978
H -2.676 -3.057 -1.869
H -1.856 -1.252 -2.945
H -1.118 0.159 -2.147
H -2.899 0.054 -2.373
H -1.296 -0.500 3.210
H -2.719 -1.421 3.692
H -2.893 0.188 2.941
H -3.004 -3.264 2.359
*
```

Output
Energy relative to the best compared isomer or geometry (same formula, charge and spin)   1.248 eV
E_tot   -158478.516 eV
Gap between HOMO and LUMO   6.08 eV

***

Record 6
DFT (ωB97M-V/def2-TZVPD) results for a molecular structure, C22H16ClN4O9Ta.

ORCA input file:
```
! RIJCOSX wB97M-V def2-TZVPD def2/J DEFGRID3
* xyz 2 1
Ta 0.727 -0.979 0.536
O 6.022 1.029 2.252
C 5.051 1.821 2.674
O 5.234 2.824 3.290
C 3.627 1.413 2.369
C 2.491 2.085 2.900
Cl 2.362 3.357 3.965
N 1.387 1.499 2.415
N 1.738 0.503 1.583
C 3.098 0.427 1.571
C 3.617 -0.741 0.788
O 4.760 -1.032 0.683
O 2.562 -1.425 0.247
C -0.027 1.643 2.690
C -0.531 1.080 3.853
C -1.904 1.113 4.048
C -2.727 1.691 3.087
C -2.195 2.258 1.936
C -0.824 2.243 1.723
H 5.730 0.232 1.777
H 0.143 0.638 4.577
H -2.334 0.693 4.948
H -3.797 1.710 3.243
H -2.850 2.728 1.216
H -0.364 2.708 0.859
O -3.401 -3.432 4.471
C -2.620 -3.021 3.683
C -2.947 -2.117 2.449
O -4.007 -1.680 2.124
C -1.615 -1.900 1.841
C -0.610 -2.484 2.523
O 0.616 -2.209 2.033
C -1.072 -3.259 3.704
O -0.440 -3.861 4.511
O -1.204 -1.164 0.785
N 0.317 -0.401 -1.414
C -0.056 -0.148 -2.506
N -0.453 0.133 -3.665
C -1.911 0.070 -4.028
C -2.092 -0.894 -5.188
C -1.176 -0.538 -6.356
C 0.287 -0.517 -5.920
C 0.507 0.457 -4.775
H -2.194 1.088 -4.300
H -2.466 -0.230 -3.141
H -3.140 -0.850 -5.490
H -1.899 -1.915 -4.848
H -1.455 0.440 -6.760
H -1.309 -1.259 -7.161
H 0.934 -0.209 -6.743
H 0.609 -1.516 -5.616
H 0.283 1.483 -5.070
H 1.517 0.415 -4.371
*
```

Output
Energy relative to the best compared isomer or geometry (same formula, charge and spin)   0.000 eV
E_tot   -61520.304 eV
Gap between HOMO and LUMO   5.81 eV